Computed, not measured: a cluster of 14 separate species, C29H83O19PS in total at a distorted geometry, with wB97M-V/def2-TZVPD.

As for the HOMO energy: -7.50 eV. The LUMO energy comes out at 0.164 eV. The orbital gap is 7.66 eV. The value obtained for the total energy is -3323.4116 Ha. The molar mass comes out at 799.0 u.

Geometry (Å):
C (4.2552, -1.0700, 0.2656)
C (3.4777, -2.0478, -0.6572)
C (2.9800, -1.3776, -1.9390)
C (2.0529, -0.1562, -1.7580)
C (2.0577, 0.6289, -3.0911)
C (0.6130, -0.4622, -1.3156)
C (0.0693, -1.7576, -1.9738)
O (0.4995, -2.8896, -1.2142)
O (0.5771, -3.9269, -2.1427)
C (0.4190, -0.8280, 0.1903)
O (1.1950, -1.1046, 0.9952)
O (-0.9323, -0.8127, 0.4828)
C (-1.5341, 0.2233, -0.2620)
O (-2.6729, -0.2637, -0.9686)
P (-2.3077, 1.5720, 0.8185)
C (-2.0036, 1.1255, 2.5870)
C (-4.1318, 1.6294, 0.5613)
C (-0.4214, 0.6911, -1.3685)
S (-1.3398, 0.5925, -3.0277)
C (0.0074, 2.1728, -1.3847)
C (1.1552, 2.6645, -0.4771)
C (1.1528, 2.2067, 0.9857)
C (1.9096, 3.2699, 1.8277)
O (2.6677, 2.5969, 2.8492)
H (4.4182, -0.1238, -0.2574)
H (5.2215, -1.4571, 0.5669)
H (3.6720, -0.8181, 1.1457)
H (2.7256, -2.5934, -0.1016)
H (4.2136, -2.7924, -0.9645)
H (3.8757, -1.0005, -2.4313)
H (2.5822, -2.1394, -2.6124)
H (2.5080, 0.4243, -0.9605)
H (2.1664, 1.6982, -2.9448)
H (2.8164, 0.2541, -3.7651)
H (1.1167, 0.4399, -3.6065)
H (0.4161, -1.8432, -2.9952)
H (-1.0144, -1.7895, -1.9492)
H (1.4311, -4.3566, -1.9852)
H (-3.0100, -1.0053, -0.4417)
H (-2.3315, 0.1108, 2.8228)
H (-2.5358, 1.8291, 3.2197)
H (-0.9429, 1.1814, 2.8096)
H (-4.5633, 2.3884, 1.2030)
H (-4.3464, 1.9026, -0.4648)
H (-4.5979, 0.6624, 0.7562)
H (-2.2345, 1.5994, -2.9906)
H (-0.8623, 2.7899, -1.1793)
H (0.2776, 2.4109, -2.4019)
H (1.0780, 3.7549, -0.4574)
H (2.1040, 2.4794, -0.9740)
H (0.1609, 2.1324, 1.4149)
H (1.7549, 1.3084, 1.0794)
H (2.6389, 3.7786, 1.1990)
H (1.2129, 3.9513, 2.3033)
H (3.5798, 2.5003, 2.5572)
C (-8.1236, 0.6990, 0.0642)
O (-7.2564, 1.7525, -0.3563)
H (-8.5422, 0.9682, 1.0294)
H (-8.9358, 0.5712, -0.6540)
H (-7.5655, -0.2365, 0.1612)
H (-6.8942, 1.5010, -1.2122)
C (5.2631, -3.7849, 2.5598)
O (5.2561, -4.0310, 1.1494)
H (5.8576, -2.8954, 2.7507)
H (4.2474, -3.6147, 2.9098)
H (5.7026, -4.6331, 3.0921)
H (4.7231, -4.8176, 0.9991)
C (-2.8447, -4.1161, 1.7173)
O (-3.3596, -2.8059, 1.5101)
H (-3.6667, -4.7568, 2.0267)
H (-2.4126, -4.5090, 0.7935)
H (-2.0840, -4.1065, 2.5031)
H (-2.6228, -2.2503, 1.2373)
C (-0.9551, 5.0987, 3.9711)
O (-1.6351, 5.0653, 2.7195)
H (-0.0719, 4.4692, 3.8943)
H (-0.6461, 6.1191, 4.2128)
H (-1.5982, 4.7141, 4.7672)
H (-2.4150, 5.6242, 2.8004)
C (4.1318, -1.9592, 5.6861)
O (3.5297, -2.0116, 4.3955)
H (5.0111, -2.5947, 5.6766)
H (4.4279, -0.9337, 5.9276)
H (3.4357, -2.3280, 6.4421)
H (2.7487, -1.4483, 4.4149)
C (3.9774, -6.2914, 6.2906)
O (4.0059, -4.8886, 6.0377)
H (4.9038, -6.5674, 6.7922)
H (3.1306, -6.5393, 6.9375)
H (3.8951, -6.8368, 5.3514)
H (3.1775, -4.6582, 5.5948)
C (-0.0640, 4.7459, -4.4144)
O (0.4726, 3.4291, -4.3680)
H (-0.8326, 4.8242, -3.6481)
H (0.7160, 5.4853, -4.2150)
H (-0.5123, 4.9425, -5.3918)
H (1.1531, 3.3680, -5.0488)
C (4.5910, 1.9251, -5.7472)
O (4.0053, 3.2196, -5.9134)
H (3.8058, 1.2298, -5.4654)
H (5.0474, 1.5972, -6.6820)
H (5.3448, 1.9574, -4.9567)
H (4.7108, 3.8256, -6.1605)
C (0.4834, -3.5251, 5.5442)
O (1.2971, -4.3208, 4.6861)
H (0.9840, -3.4461, 6.5065)
H (0.3524, -2.5244, 5.1243)
H (-0.4934, -3.9929, 5.6864)
H (0.8472, -4.3829, 3.8373)
C (-10.9537, 3.7977, -0.9130)
O (-10.1374, 3.3143, 0.1525)
H (-11.9559, 3.3933, -0.7810)
H (-10.9985, 4.8852, -0.8897)
H (-10.5566, 3.4694, -1.8720)
H (-9.2532, 3.6754, 0.0251)
C (7.0792, 0.4430, -9.2205)
O (6.8636, 1.4516, -8.2364)
H (7.4656, -0.4404, -8.7192)
H (6.1410, 0.1900, -9.7204)
H (7.8072, 0.7817, -9.9615)
H (6.5224, 2.2278, -8.6933)
C (-11.0608, 6.8829, -3.1745)
O (-10.4777, 5.5828, -3.1493)
H (-11.7172, 6.9747, -2.3124)
H (-10.2860, 7.6515, -3.1172)
H (-11.6470, 7.0224, -4.0861)
H (-9.8992, 5.5124, -3.9162)
C (2.7907, -8.4640, 2.8224)
O (2.5606, -7.4034, 3.7453)
H (3.1453, -9.3267, 3.3806)
H (1.8653, -8.7288, 2.3044)
H (3.5489, -8.1762, 2.0891)
H (2.2476, -6.6443, 3.2422)

Atomic forces in eV per Å
C -0.644 0.132 -0.352
C 1.186 0.090 0.111
C -0.108 -0.173 0.763
C 0.340 -0.219 -0.354
C -0.547 -0.447 0.254
C -0.607 -0.526 1.184
C -0.482 0.305 0.155
O 0.584 0.766 0.334
O -0.244 -1.401 -0.898
C -1.363 0.682 -2.415
O 2.296 -0.947 2.436
O 0.041 0.356 0.005
C -1.168 0.463 -0.589
O 0.431 -1.078 0.531
P 0.974 2.257 0.259
C -0.395 -0.892 -0.523
C 0.374 -1.330 0.110
C -2.324 0.343 -1.140
S 0.427 -0.403 -0.747
C 0.885 0.025 0.804
C -0.999 0.234 0.031
C 1.174 1.215 -0.223
C 0.715 -1.566 -0.140
O -0.169 0.322 0.488
H 0.194 0.013 -0.055
H 0.031 -0.162 0.064
H 0.023 -0.064 0.217
H -0.252 0.138 0.001
H -0.053 -0.180 -0.108
H 0.066 0.116 -0.097
H -0.269 0.139 -0.120
H 0.045 0.235 0.001
H 0.054 0.066 -0.178
H 0.401 0.065 0.071
H -0.011 0.316 -0.132
H 0.112 -0.048 -0.186
H -0.165 0.247 -0.273
H 0.054 0.383 0.281
H -0.260 0.179 -0.085
H -0.068 -0.002 0.140
H -0.067 0.162 -0.036
H 0.100 0.085 -0.020
H 0.104 0.102 0.221
H 0.123 0.057 -0.141
H -0.296 0.104 0.055
H 0.347 -0.015 0.542
H -0.282 -0.215 0.179
H 0.120 -0.004 -0.161
H -0.154 0.099 -0.171
H 0.267 -0.209 0.255
H -0.101 -0.379 -0.281
H -0.356 -0.338 0.224
H -0.290 0.458 -0.160
H 0.107 0.257 -0.038
H -0.203 0.001 -0.021
C 0.183 -0.004 -0.262
O -0.065 0.046 0.018
H 0.002 0.087 -0.030
H -0.098 -0.076 0.124
H -0.074 -0.042 0.050
H -0.005 0.066 0.095
C -0.225 -0.401 -0.199
O 0.178 -0.062 -0.059
H -0.023 0.032 -0.094
H 0.084 0.086 0.209
H 0.019 0.080 0.109
H 0.072 0.092 -0.008
C 0.109 0.230 -0.138
O -0.098 0.047 -0.074
H -0.035 0.052 0.005
H 0.037 -0.114 0.063
H 0.007 -0.124 0.004
H 0.202 0.021 0.153
C -0.296 0.138 -0.113
O 0.063 -0.026 0.083
H -0.041 -0.010 -0.011
H 0.087 -0.048 0.112
H 0.114 -0.005 0.097
H 0.066 -0.075 -0.095
C -0.212 0.335 -0.121
O -0.045 0.138 0.080
H -0.055 -0.075 -0.030
H 0.031 -0.025 0.084
H 0.158 -0.022 0.146
H 0.084 -0.034 -0.108
C -0.068 0.254 -0.142
O 0.002 -0.082 0.129
H 0.000 0.110 0.051
H 0.048 -0.179 0.005
H 0.003 -0.129 0.213
H 0.092 -0.021 -0.150
C 0.242 -0.183 -0.142
O 0.034 0.139 -0.131
H 0.008 -0.056 0.020
H -0.096 0.109 0.007
H -0.063 0.124 0.047
H 0.032 -0.058 0.104
C 0.140 0.297 -0.150
O -0.151 -0.009 0.021
H -0.072 0.093 0.010
H 0.063 -0.154 0.140
H 0.012 -0.185 -0.008
H -0.107 -0.028 0.047
C -0.020 -0.043 -0.255
O -0.070 -0.119 0.082
H 0.050 -0.047 -0.024
H -0.056 0.037 0.098
H -0.030 0.085 0.098
H 0.136 0.061 0.041
C 0.281 -0.174 0.344
O -0.103 0.009 0.068
H 0.035 -0.044 0.075
H -0.090 0.014 -0.139
H -0.116 0.094 -0.095
H -0.029 -0.173 0.010
C -0.099 0.267 -0.029
O 0.012 0.000 -0.082
H -0.002 0.037 0.059
H 0.057 -0.112 -0.056
H 0.014 -0.128 -0.048
H 0.056 -0.051 0.081
C 0.207 -0.147 -0.197
O 0.050 0.229 -0.249
H 0.016 -0.061 0.016
H -0.098 0.102 0.024
H -0.063 0.119 0.054
H -0.058 -0.041 0.087
C -0.117 0.319 -0.041
O -0.114 -0.163 -0.294
H -0.001 0.036 0.052
H 0.060 -0.127 -0.052
H 0.018 -0.142 -0.045
H 0.035 0.004 0.184

Atomic partial charges in e from the Mulliken method, atoms 1 to 5: -1.228 -0.330 -1.438 2.541 -2.181